The following is a quantum chemistry calculation of a structure of composition C5H9O3Pt in a non-equilibrium geometry, from OMol25.

```
18
C5H9O3Pt (ωB97M-V/def2-TZVPD)
H 0.967 -1.338 0.275
O 0.733 0.569 -0.743
O 0.537 -1.366 -1.772
C 0.386 -0.815 -0.576
O -0.932 -0.842 -0.099
C 0.882 1.400 0.414
C 1.283 2.786 -0.026
H -0.074 1.411 0.953
H 1.648 0.947 1.060
H 0.504 3.239 -0.654
H 1.424 3.417 0.861
H 2.228 2.763 -0.585
Pt 1.010 0.207 -2.453
C -1.315 -2.124 0.363
C -2.540 -2.356 0.833
H -0.624 -2.951 0.170
H -2.808 -3.364 1.147
H -3.310 -1.583 0.831
```

Summary:
ΔE to the lowest compared entry with this formula, charge and spin in kJ/mol: 64.4
Kohn-Sham gap (alpha / beta) in Eh: 0.2654 / 0.2089
Charge: +1
Spin multiplicity: 3
Lowest unoccupied orbital energy (alpha / beta) in eV: -5.74 / -7.26

Atomic partial charges in e from the Mulliken method, atoms 1 to 5:
1. H 0.50
2. O -0.05
3. O -0.63
4. C 0.18
5. O -0.43


The following is a quantum chemistry calculation of a cluster of 2 separate species, C5H9O4 in total in a non-equilibrium geometry, from OMol25.

```
18
C5H9O4 (ωB97M-V/def2-TZVPD)
C -0.366 -0.296 1.490
C -0.567 -0.090 -0.008
C -1.851 0.706 -0.379
O -2.998 -0.046 -0.046
C 0.670 0.675 -0.646
C 2.363 -0.807 -0.224
O 3.416 -0.427 0.092
O 1.139 1.743 -0.306
O -0.587 -1.409 -0.573
H -0.166 0.658 1.994
H -1.295 -0.738 1.887
H 0.466 -0.992 1.668
H -1.840 1.655 0.183
H -1.858 0.913 -1.468
H -3.750 0.576 -0.045
H 0.823 0.243 -1.684
H 1.731 -1.668 -0.602
H -1.201 -1.440 -1.329
```

Summary:
ΔE to the lowest compared entry with this formula, charge and spin in kJ/mol: 150.1
Kohn-Sham gap (alpha / beta) in Eh: 0.3021 / 0.3324
Spin multiplicity: 2
Lowest unoccupied orbital energy (alpha / beta) in eV: 0.51 / -0.27

Atomic partial charges in e from the Mulliken method, atoms 1 to 5:
1. C -1.46
2. C 1.24
3. C -0.86
4. O -0.50
5. C -0.34


The following is a quantum chemistry calculation of an isolated molecule of C5H9OP in a non-equilibrium geometry, from OMol25.

```
16
C5H9OP (ωB97M-V/def2-TZVPD)
C 1.295 -2.401 2.160
C 0.781 -1.522 1.514
C 0.489 1.936 -1.345
C -1.623 -0.960 -0.329
C 0.576 0.768 -0.411
O -1.250 0.943 1.694
P -0.613 0.090 0.734
H 2.069 -3.082 2.653
H -0.577 2.172 -1.667
H 0.667 2.833 -0.781
H 1.152 2.031 -2.210
H -2.220 -1.514 0.418
H -2.235 -0.345 -0.998
H -0.893 -1.579 -0.858
H 1.466 0.865 0.260
H 0.914 -0.236 -0.834
```

Summary:
ΔE to the lowest compared entry with this formula, charge and spin in kJ/mol: 257.4
SMILES: C#C[P@@](C)(=O)CC
Kohn-Sham gap in Eh: 0.4000
Lowest unoccupied orbital energy in eV: 0.69

Atomic partial charges in e from the Mulliken method, atoms 1 to 5:
1. C 0.11
2. C -0.75
3. C -1.01
4. C -0.92
5. C -0.47


The following is a quantum chemistry calculation of an isolated molecule of C5H9OP in a non-equilibrium geometry, from OMol25.

```
16
C5H9OP (ωB97M-V/def2-TZVPD)
C 1.046 -1.312 -0.323
C 1.841 1.449 -0.819
C -0.248 -1.070 0.446
C -1.046 0.170 0.294
C -2.525 0.493 0.151
O -0.194 0.064 1.348
P 2.345 -0.052 0.091
H 1.423 -2.303 -0.208
H 0.708 -1.234 -1.336
H 1.908 1.394 -1.889
H 2.314 2.308 -0.396
H -0.818 -1.809 0.930
H -2.840 0.253 -0.862
H -2.799 1.554 0.460
H -3.140 -0.144 0.674
H 2.025 0.240 1.441
```

Summary:
ΔE to the lowest compared entry with this formula, charge and spin in kJ/mol: 196.7
Kohn-Sham gap (alpha / beta) in Eh: 0.3006 / 0.3265
Spin multiplicity: 3
Lowest unoccupied orbital energy (alpha / beta) in eV: 1.06 / -0.27

Atomic partial charges in e from the Mulliken method, atoms 1 to 5:
1. C -0.88
2. C -0.72
3. C 0.17
4. C 0.17
5. C -1.18